Entry 1:
{
  "formula": "C17H20I2N2O2Pt",
  "method": "wB97M-V/def2-TZVPD",
  "symbols": ["Pt", "I", "I", "O", "O", "N", "N", "C", "C", "C", "C", "C", "C", "C", "C", "C", "C", "C", "C", "C", "C", "C", "C", "C", "H", "H", "H", "H", "H", "H", "H", "H", "H", "H", "H", "H", "H", "H", "H", "H", "H", "H", "H", "H"],
  "positions_angstrom": [[-0.702709, -0.624010, -0.276358], [6.165021, -3.071504, -2.124065], [0.994614, -2.139320, -4.967323], [0.330277, -0.901024, -1.918701], [-0.921337, 1.283207, -0.760029], [-1.701498, -0.366127, 1.444956], [0.730783, -1.373640, 0.960602], [3.718910, -1.779427, -0.907573], [-3.639449, 0.010203, 2.816419], [-1.585294, -0.736663, 3.815245], [3.416299, -2.427599, -3.198555], [4.217771, -2.345560, -2.072041], [-2.919394, -0.357227, 3.948166], [0.441418, -1.091992, 2.348532], [1.526565, -1.346160, -1.989307], [-1.024755, 3.277945, -2.028775], [2.395444, -1.287944, -0.861136], [2.101058, -1.935694, -3.149258], [-1.313438, 3.610391, -0.587381], [1.900704, -0.676968, 0.447184], [-0.760022, 2.397709, 0.128912], [-2.990422, -0.011749, 1.594128], [-1.267843, 1.784675, -2.058868], [-1.012822, -0.739225, 2.545616], [-2.325261, 1.558571, -2.232615], [0.694511, -1.969834, 2.954095], [-1.274353, 2.194999, 1.072415], [0.802715, -2.393037, 0.727229], [-2.396863, 3.674775, -0.431539], [2.712423, -0.730658, 1.184076], [-1.646413, 3.826708, -2.740873], [-1.758413, -1.899300, -0.734415], [-4.678426, 0.308544, 2.880505], [1.032264, -0.249969, 2.731003], [-0.862191, 4.547764, -0.252081], [-1.002960, -1.021052, 4.683846], [-3.493306, 0.262768, 0.671968], [1.685478, 0.387390, 0.291064], [3.795579, -2.868400, -4.113551], [4.341300, -1.712359, -0.021103], [-3.391324, -0.347111, 4.925033], [0.026877, 3.490454, -2.254750], [-0.671844, 1.276450, -2.821966], [0.310328, 2.511000, 0.331269]],
  "forces_ev_per_a": [[-4.266, -3.528, -0.614], [0.151, -0.059, -0.004], [0.161, 0.230, 0.816], [-0.651, 0.261, -1.893], [-0.224, 4.964, -0.982], [-0.368, -0.667, 0.706], [2.695, -1.796, 1.114], [-0.988, 0.247, -0.140], [0.438, -0.030, 0.088], [-0.498, 0.188, -0.412], [-0.843, 0.411, 0.161], [-0.165, 0.162, 0.193], [0.156, -0.044, 0.010], [-0.296, -0.523, 0.392], [1.506, -0.564, 0.581], [0.422, 0.115, -0.348], [0.922, -0.329, 0.431], [0.251, -0.248, -0.620], [-0.418, 0.320, 0.338], [1.618, -0.118, -0.432], [0.371, 0.217, 0.480], [-0.081, 0.191, -0.417], [-0.329, -0.224, -0.976], [-0.082, 0.182, 0.445], [0.049, -0.097, 0.019], [-0.083, 0.202, 0.209], [0.051, -0.113, -0.122], [0.019, 1.305, 0.710], [0.118, 0.027, 0.038], [0.282, -0.034, -0.085], [0.067, -0.145, 0.078], [0.219, 0.217, 0.100], [0.105, -0.034, -0.070], [0.102, -0.105, -0.276], [-0.040, -0.151, 0.019], [0.016, -0.033, -0.132], [0.057, -0.142, 0.137], [-0.120, -0.184, 0.188], [-0.104, 0.061, 0.096], [-0.068, 0.002, -0.059], [0.058, -0.018, -0.089], [-0.129, -0.006, -0.035], [-0.095, -0.120, 0.292], [0.015, 0.009, 0.064]],
  "e_homo_ha": [-0.20704, -0.20702],
  "max_force_ev_per_a": 5.6,
  "orbital_gap_ev": [5.613, 5.613],
  "spin_multiplicity": 1
}


Entry 2:
{
  "formula": "C5H12FN2",
  "method": "wB97M-V/def2-TZVPD",
  "symbols": ["F", "N", "N", "C", "C", "C", "C", "C", "H", "H", "H", "H", "H", "H", "H", "H", "H", "H", "H", "H"],
  "positions_angstrom": [[2.413178, 0.441863, 2.404647], [3.311234, -0.352984, 0.543469], [0.863620, 0.414329, 0.121640], [0.015289, 1.288844, 1.010315], [-1.722191, -0.776650, -1.705774], [-0.476411, 0.945138, -0.297840], [3.480670, 0.050009, 1.708891], [-1.590377, 0.007053, -0.371533], [0.897995, -0.693908, 0.328344], [4.431295, -0.043330, 2.314700], [-2.707621, -1.280716, -1.744680], [-1.597589, -0.897900, 0.355925], [4.117212, -0.668988, 0.161014], [-2.469313, 0.689991, -0.313456], [-1.647941, -0.154820, -2.560870], [0.521286, 2.221094, 1.220574], [-0.967531, -1.535442, -1.610928], [-0.381885, 1.611141, -1.146789], [-0.526047, 0.842351, 1.831667], [1.740788, 0.725042, -0.232291]],
  "forces_ev_per_a": [[0.353, 0.323, 0.175], [-2.621, 1.404, 1.335], [-2.413, -4.210, 1.394], [0.870, 0.616, 0.356], [-0.698, -0.125, 1.523], [0.975, 0.258, -1.017], [1.142, -1.218, 0.815], [-2.149, -2.037, -0.782], [0.057, 3.544, -0.504], [-1.237, 0.540, -0.486], [0.568, 0.257, 0.108], [0.001, 2.263, -0.222], [3.214, -1.212, -1.582], [0.232, -0.792, 0.624], [0.381, 0.443, -0.923], [-0.201, 0.078, -0.038], [0.412, -0.478, -0.868], [-0.067, 0.250, 0.153], [0.481, -0.309, 0.173], [0.698, 0.405, -0.233]],
  "de_lowest_ev": 1.2437,
  "e_homo_ha": -0.56430,
  "max_force_ev_per_a": 5.0,
  "total_charge": 1,
  "orbital_gap_ev": 12.559,
  "spin_multiplicity": 1
}


Entry 3:
{
  "formula": "C4H7N2S",
  "method": "wB97M-V/def2-TZVPD",
  "symbols": ["S", "N", "N", "C", "C", "C", "C", "H", "H", "H", "H", "H", "H", "H"],
  "positions_angstrom": [[2.220072, -0.603158, 1.533574], [0.149938, -0.461862, -0.327128], [-1.220470, 1.738872, -0.488432], [-1.128087, -0.583111, -0.157872], [0.043083, 1.742620, -0.485880], [1.389097, -1.143373, 0.024912], [-1.880072, 0.559270, -0.288297], [1.233481, -2.165631, 0.292440], [-1.750203, 2.657645, -0.636462], [1.947621, -0.961810, -0.860036], [-1.790202, -1.512099, 0.098635], [1.097478, 2.160850, -0.523942], [-2.940629, 0.481545, -0.212855], [2.628895, -1.909759, 2.031344]],
  "forces_ev_per_a": [[0.727, -1.057, 1.145], [0.429, 4.063, 0.560], [-0.496, 1.320, 0.018], [-1.490, -0.994, 0.647], [3.279, -4.002, 0.294], [-0.835, 0.371, 0.087], [-1.533, -0.707, 0.033], [-0.515, -0.882, -0.794], [0.692, -1.587, 0.263], [1.105, -0.472, -0.427], [1.922, 1.311, -0.502], [-2.041, -0.074, -0.193], [-0.452, 0.693, -0.197], [-0.793, 2.018, -0.935]],
  "de_lowest_ev": 5.6368,
  "e_homo_ha": [-0.48007, -0.48008],
  "max_force_ev_per_a": 5.2,
  "total_charge": 1,
  "orbital_gap_ev": [7.521, 7.519],
  "spin_multiplicity": 1
}


| no. | E (a.u.) |
| --- | --- |
| 1 | -1634.3434 |
| 2 | -406.7754 |
| 3 | -663.8675 |